Record 1
9 unconnected molecules or ions with the total composition C5H29NO8S, computed with the ωB97M-V functional and the def2-TZVPD basis.

XYZ file:
```
44
Properties=species:S:1:pos:R:3:forces:R:3:lowdin_charge:R:1
S -2.089 -2.362 -1.640 0.4 0.4 -0.6 0.69
O -0.847 2.316 1.994 0.4 -1.0 -0.1 -0.06
O 1.470 4.569 1.088 0.0 -0.1 0.3 -0.05
O 2.056 0.176 -3.435 0.5 0.9 -0.8 -0.04
O 3.250 1.425 1.469 -0.8 -0.2 0.2 -0.05
O -2.212 4.115 -0.099 0.1 -0.3 0.1 -0.05
O 0.274 1.004 -1.114 0.0 0.2 0.0 -0.07
O 2.367 2.796 -2.436 -0.3 1.2 0.3 -0.05
O 2.840 -2.429 -2.977 0.4 0.1 0.3 -0.05
N -1.789 -1.135 1.113 -1.0 -0.6 0.6 -0.09
C -0.936 -1.769 2.084 0.7 -0.5 -0.3 -0.22
C -3.304 -2.491 -0.331 0.7 -1.3 0.5 -0.56
C 1.450 -2.025 1.332 -1.1 -0.9 -1.0 -0.11
C -3.117 -1.638 0.980 -1.0 -0.1 -2.3 -0.27
C 0.109 -2.764 1.482 -0.4 1.1 0.2 -0.23
H -1.798 -1.049 -1.637 -0.2 0.0 0.1 -0.16
H 2.477 1.887 1.821 0.2 0.5 -0.1 0.02
H 0.449 1.288 -0.208 -0.1 0.0 0.1 0.02
H -1.552 -2.367 2.755 -0.2 0.4 0.3 0.11
H 1.155 0.003 -3.715 -0.1 -0.5 0.7 0.06
H -1.458 2.659 1.334 0.0 0.7 0.4 0.00
H -4.288 -2.514 -0.776 -0.4 0.4 0.2 0.05
H 2.378 -0.320 -2.677 -0.6 -0.3 0.0 0.04
H 0.567 4.738 0.807 0.0 0.0 -0.1 0.02
H 2.047 2.419 -3.258 0.3 -0.6 0.1 0.03
H -3.500 -2.310 1.749 0.6 0.3 0.5 0.11
H -0.380 -1.010 2.634 -0.2 0.0 0.3 0.10
H -1.667 -0.203 0.775 0.4 0.2 0.5 0.09
H -0.583 2.975 2.642 -0.3 0.3 -0.4 0.04
H -0.324 -3.060 0.525 0.4 -0.2 -0.1 0.07
H -3.099 -3.528 -0.037 -0.3 -0.1 0.0 0.05
H 2.972 0.520 1.657 0.4 -0.2 -0.2 0.01
H 0.230 -3.660 2.095 -0.1 0.1 0.2 0.10
H 2.160 -2.778 1.000 0.7 0.4 0.3 0.07
H 2.389 2.121 -1.758 0.5 -0.4 -0.3 0.01
H 2.846 -3.388 -3.016 -0.2 0.0 -0.1 0.04
H -1.461 3.903 -0.673 -0.4 -0.1 -0.1 0.04
H -2.978 3.628 -0.434 0.3 0.2 -0.1 0.06
H 1.672 -1.505 2.262 0.5 -0.2 0.1 0.06
H 1.984 4.401 0.294 0.0 0.0 -0.2 0.03
H 2.046 -2.103 -3.403 -0.1 -0.4 -0.2 0.02
H 1.324 -1.301 0.523 0.2 0.2 0.1 0.06
H -3.890 -0.876 0.868 0.3 0.6 0.3 0.10
H 0.761 1.642 -1.659 -0.4 -0.2 0.1 -0.01
```
Positions in Å, forces in eV/Å.

E in Eh: -1262.6971
Spin multiplicity: 1
HOMO-LUMO gap in eV: 8.2
HOMO in Eh: -0.303


Record 2
C5H2ClN in the gas phase, computed with the ωB97M-V functional and the def2-TZVPD basis.

XYZ file:
```
9
Properties=species:S:1:pos:R:3:forces:R:3:lowdin_charge:R:1
Cl -2.139 0.337 0.308 0.2 0.0 0.0 0.69
N 0.228 -2.439 -0.571 0.2 2.1 0.4 0.18
C 0.523 0.095 -0.037 0.3 -0.2 -0.1 -0.34
C -0.518 0.878 0.251 -0.3 -0.2 0.0 -0.49
C 0.351 -1.305 -0.329 -0.2 -2.0 -0.4 -0.20
C 2.979 1.047 -0.086 -0.1 -0.1 0.0 0.15
C 1.861 0.621 -0.064 -0.3 -0.1 0.0 -0.10
H -0.382 1.918 0.469 0.0 0.3 0.1 0.08
H 3.974 1.410 -0.104 0.2 0.1 0.0 0.03
```
Positions in Å, forces in eV/Å.

E in Eh: -706.5762
Spin multiplicity: 1
HOMO-LUMO gap in eV: 9.5
HOMO in Eh: -0.361


Record 3
A gas-phase ion, C5H2N2O3S (charge -2), computed with the ωB97M-V functional and the def2-TZVPD basis.

XYZ file:
```
13
Properties=species:S:1:pos:R:3:forces:R:3:lowdin_charge:R:1
S 0.811 -0.472 -2.455 -1.7 -0.8 0.8 0.80
O 2.689 0.161 -0.785 -0.3 0.3 -0.5 -0.07
O 0.240 1.749 3.211 -0.2 0.0 -0.2 -0.13
O -1.361 2.134 1.670 -1.3 0.6 -0.2 -0.08
N -0.331 -0.662 0.546 0.6 -1.3 0.4 0.06
N 0.671 1.390 0.969 0.7 1.7 0.6 0.16
C 1.476 0.096 -0.901 1.4 0.1 1.0 -0.67
C -0.257 1.771 2.058 1.5 -0.9 0.1 -0.83
C -0.732 -1.481 -0.417 -2.4 1.3 1.4 -0.39
C -0.652 -1.457 -1.763 3.5 1.0 -1.0 -0.45
C 0.568 0.341 0.306 -0.9 -1.0 -1.2 -0.45
H -1.495 -1.539 -2.361 -1.2 -0.4 -1.2 -0.03
H -1.628 -2.031 -0.079 0.3 -0.5 0.0 0.08
```
Positions in Å, forces in eV/Å.

E in Eh: -925.1119
Spin multiplicity: 1
HOMO-LUMO gap in eV: 4.9
Charge: -2
HOMO in Eh: 0.015


Record 4
C5H2N3OP in the gas phase, computed with the ωB97M-V functional and the def2-TZVPD basis.

XYZ file:
```
12
Properties=species:S:1:pos:R:3:forces:R:3:lowdin_charge:R:1
P 1.185 0.696 1.619 -0.9 0.9 1.0 0.82
O 1.570 -0.183 2.731 -0.1 -0.2 0.0 -0.48
N -1.716 1.542 -0.537 -1.1 1.5 -1.4 0.05
N -1.214 0.897 -1.680 0.3 0.6 -0.2 0.12
N 2.054 -0.118 0.097 -1.0 -1.6 -3.8 -0.01
C -0.452 -0.013 -1.751 -0.9 0.1 0.0 -0.08
C -0.909 0.264 1.417 1.7 1.0 -0.7 -0.12
C -1.489 0.921 0.505 0.8 -1.5 1.0 -0.25
C 1.451 -0.551 -0.850 1.8 0.9 3.6 -0.13
C 0.461 -0.980 -1.707 -0.1 0.6 -0.4 -0.05
H 0.168 -1.968 -1.919 0.3 -1.1 -0.1 0.10
H -1.110 -0.507 2.076 -0.8 -1.2 1.1 0.03
```
Positions in Å, forces in eV/Å.

E in Eh: -772.3935
Spin multiplicity: 1
HOMO-LUMO gap in eV: 7.8
HOMO in Eh: -0.323


Record 5
C5H2O in the gas phase, computed with the ωB97M-V functional and the def2-TZVPD basis.

XYZ file:
```
8
Properties=species:S:1:pos:R:3:forces:R:3:lowdin_charge:R:1
O 1.813 0.653 2.666 0.2 -0.3 -1.0 0.21
C 0.150 0.017 0.061 -0.2 0.0 0.1 -0.17
C -0.642 -0.264 -1.092 -0.4 -0.1 -0.4 -0.11
C 1.657 0.346 1.563 0.3 0.3 1.0 -0.21
C -1.560 -0.443 -1.857 0.4 0.1 0.3 0.14
C 1.493 -0.011 0.282 -0.4 0.1 0.1 -0.01
H -2.397 -0.593 -2.503 0.3 0.0 0.0 0.04
H -0.514 0.295 0.880 -0.2 0.0 -0.1 0.11
```
Positions in Å, forces in eV/Å.

E in Eh: -266.8013
Spin multiplicity: 1
HOMO-LUMO gap in eV: 8.7
HOMO in Eh: -0.353


Record 6
C5H2O in the gas phase, computed with the ωB97M-V functional and the def2-TZVPD basis.

XYZ file:
```
8
Properties=species:S:1:pos:R:3:forces:R:3:lowdin_charge:R:1
O -0.632 1.784 0.588 0.2 -0.6 0.0 0.06
C 0.348 -0.890 -0.809 -0.5 0.0 0.1 -0.19
C -0.830 -0.550 -0.491 0.2 -0.2 -0.3 0.09
C 1.736 -0.879 -0.713 -0.1 0.3 0.2 0.03
C 1.430 0.227 -0.114 0.4 -0.1 -0.2 0.13
C -0.161 0.692 0.703 -0.3 0.6 0.3 -0.35
H -0.029 0.098 1.619 0.0 0.0 -0.2 0.14
H -1.862 -0.482 -0.783 0.2 0.0 0.1 0.10
```
Positions in Å, forces in eV/Å.

E in Eh: -266.6583
Spin multiplicity: 1
HOMO-LUMO gap in eV: 8.6
HOMO in Eh: -0.363


Record 7
A molecular structure, C5H2O, computed with the ωB97M-V functional and the def2-TZVPD basis.

XYZ file:
```
8
Properties=species:S:1:pos:R:3:forces:R:3:lowdin_charge:R:1
O -0.277 -2.296 -0.349 0.5 0.9 0.1 0.15
C 1.206 0.440 0.016 0.2 0.1 0.0 0.01
C -0.505 0.120 0.045 -0.7 0.6 0.1 -0.12
C 0.319 -1.273 -0.218 -0.4 -1.2 -0.2 -0.43
C -1.495 0.835 0.199 0.5 -0.5 -0.1 0.25
C 1.690 -0.772 -0.208 -0.3 0.4 0.1 -0.02
H -2.358 1.455 0.334 0.2 0.0 0.0 0.06
H 1.419 1.492 0.181 0.0 -0.2 0.0 0.10
```
Positions in Å, forces in eV/Å.

E in Eh: -266.6835
Spin multiplicity: 1
HOMO-LUMO gap (spin up / spin down) in eV: 7.1 / 7.1
HOMO (spin up / spin down) in Eh: -0.332 / -0.332


Record 8
C5H2O in the gas phase, computed with the ωB97M-V functional and the def2-TZVPD basis.

XYZ file:
```
8
Properties=species:S:1:pos:R:3:forces:R:3:lowdin_charge:R:1
O 0.302 -1.818 -0.500 -0.2 0.5 0.1 0.13
C 2.225 0.897 0.228 -0.6 -0.8 -0.2 0.07
C -1.205 -0.065 -0.004 -0.8 0.2 0.1 -0.03
C -2.258 0.489 0.158 0.3 -0.2 -0.1 0.18
C 1.189 0.238 0.057 0.1 0.3 0.1 -0.01
C 0.094 -0.665 -0.181 -0.2 -0.4 -0.1 -0.46
H -3.208 0.955 0.292 0.1 0.0 0.0 0.05
H 2.853 0.020 -0.026 1.2 0.4 0.1 0.08
```
Positions in Å, forces in eV/Å.

E in Eh: -266.7508
Spin multiplicity: 1
HOMO-LUMO gap in eV: 10.2
HOMO in Eh: -0.409


Record 9
A molecular structure, C5H2O3, computed with the ωB97M-V functional and the def2-TZVPD basis.

XYZ file:
```
10
Properties=species:S:1:pos:R:3:forces:R:3:lowdin_charge:R:1
O 1.215 0.684 0.706 1.5 0.5 -0.8 0.01
O -0.594 0.180 -2.736 -0.5 0.4 -0.3 0.20
O 1.580 0.793 -2.326 1.6 0.9 0.1 0.23
C 1.046 -0.323 1.603 -0.4 -0.8 1.7 0.03
C -1.016 -0.025 0.735 1.5 -1.3 0.7 -0.06
C 0.487 0.559 -2.559 -1.1 -1.3 0.1 -0.44
C -0.030 0.887 0.476 -2.0 1.3 -0.8 -0.05
C -0.277 -0.811 1.624 1.0 -0.1 -0.8 -0.11
H -0.470 -1.693 2.185 -0.5 -0.2 0.4 0.09
H -1.940 -0.252 0.293 -1.1 0.7 -0.3 0.10
```
Positions in Å, forces in eV/Å.

E in Eh: -417.2192
Spin multiplicity: 1
HOMO-LUMO gap (spin up / spin down) in eV: 7.0 / 7.1
HOMO (spin up / spin down) in Eh: -0.332 / -0.336


Record 10
C5H2O4 in the gas phase, computed with the ωB97M-V functional and the def2-TZVPD basis.

XYZ file:
```
11
Properties=species:S:1:pos:R:3:forces:R:3:lowdin_charge:R:1
O 2.209 1.619 -0.564 -5.4 -3.6 5.5 0.10
O 0.264 1.025 0.988 3.0 0.5 -3.2 0.07
O 0.611 -1.305 0.677 1.1 2.7 -3.1 0.00
O 2.623 -1.137 -0.770 -4.0 1.6 2.8 0.16
C 1.441 0.822 0.163 3.5 4.3 -4.9 -0.17
C -1.485 -0.210 -0.377 -3.7 2.6 -0.8 0.00
C 1.695 -0.649 -0.116 0.3 -2.8 0.6 -0.27
C -0.486 -0.128 0.762 2.1 -3.1 -0.7 -0.25
C -2.545 0.136 -0.985 2.4 -1.7 1.6 0.15
H -3.576 0.243 -1.507 2.6 -0.2 1.1 0.09
H -0.750 -0.416 1.729 -2.0 -0.3 1.1 0.14
```
Positions in Å, forces in eV/Å.

E in Eh: -492.5061
Spin multiplicity: 1
HOMO-LUMO gap in eV: 9.8
HOMO in Eh: -0.411


Record 11
C5H2S in the gas phase, computed with the ωB97M-V functional and the def2-TZVPD basis.

XYZ file:
```
8
Properties=species:S:1:pos:R:3:forces:R:3:lowdin_charge:R:1
S -1.049 -2.203 0.354 -0.1 -0.1 0.0 0.79
C -1.072 0.483 0.299 0.0 -0.1 0.0 -0.17
C -1.670 1.514 0.444 -0.2 0.3 0.1 0.15
C -0.361 -0.757 0.121 0.1 0.5 -0.1 -0.84
C 2.164 -0.487 -0.620 -1.0 -0.1 0.4 0.16
C 1.009 -0.610 -0.282 0.9 0.1 -0.3 -0.17
H 3.187 -0.381 -0.895 0.0 0.0 0.0 0.04
H -2.207 2.441 0.578 0.3 -0.5 -0.1 0.05
```
Positions in Å, forces in eV/Å.

E in Eh: -589.7498
Spin multiplicity: 1
HOMO-LUMO gap in eV: 7.8
HOMO in Eh: -0.338


Record 12
11 unconnected molecules or ions with the total composition C5H30N2O11, computed with the ωB97M-V functional and the def2-TZVPD basis.

XYZ file:
```
48
Properties=species:S:1:pos:R:3:forces:R:3:lowdin_charge:R:1
O -0.796 3.840 1.500 1.0 -1.2 0.5 -0.05
O 0.611 3.907 -0.966 -0.2 -0.1 -0.9 -0.07
O 3.254 1.957 -1.426 1.1 -1.0 -0.6 -0.11
O -2.107 1.499 0.836 0.5 1.2 -0.9 -0.07
O 0.824 -0.441 -2.428 -0.2 0.9 0.2 0.01
O 0.269 -2.449 2.808 4.8 -4.4 -3.2 -0.01
O -2.786 -2.467 0.604 -1.5 4.2 -0.4 -0.08
O -0.189 2.291 -2.980 0.7 -0.2 -2.2 -0.04
O -3.347 1.343 -1.351 -2.9 0.0 0.3 -0.03
O -1.695 -0.715 2.473 2.1 2.3 -2.6 -0.02
O -3.299 -1.269 -1.808 0.0 -4.4 -1.5 -0.04
N 3.600 0.734 2.359 -2.6 0.9 1.2 0.01
N -0.082 -3.191 -0.254 2.1 -1.2 -0.9 0.00
C 1.842 -1.668 -0.037 -2.1 -4.0 -0.8 -0.21
C 0.198 -1.383 -1.995 1.9 0.0 1.6 -0.15
C 2.163 -0.408 0.535 2.5 4.6 1.4 -0.14
C 0.307 -1.771 -0.465 0.9 -2.1 -2.0 -0.30
C 2.952 -0.336 1.673 -1.5 -0.9 -1.6 -0.21
H 2.472 -2.183 -0.867 -0.8 1.6 0.8 0.15
H 0.836 -3.809 -0.340 -2.6 1.5 0.1 0.13
H 1.832 0.577 -0.056 0.8 -2.3 1.6 0.13
H -0.193 1.429 -2.613 -0.4 -1.4 2.1 -0.02
H -1.389 4.566 1.384 -0.3 0.6 -0.5 0.04
H -2.168 0.733 1.417 1.0 0.3 0.6 0.02
H -0.422 -2.036 3.177 -2.6 3.4 2.4 -0.06
H -3.928 -1.548 -2.517 0.8 0.9 1.2 0.10
H 1.262 3.338 -0.578 1.0 -0.4 0.4 0.01
H 0.581 3.525 -1.880 -0.5 0.3 0.8 0.03
H 1.222 -2.245 2.870 -1.6 0.8 0.7 0.06
H 3.122 -1.339 2.088 0.2 0.4 0.2 0.10
H -0.444 -1.221 0.067 0.2 0.9 0.5 0.11
H 4.181 2.141 -1.766 -1.8 -0.7 0.6 0.08
H -2.537 -3.146 0.044 1.2 -2.6 -1.5 -0.02
H 3.060 0.976 -1.501 0.7 1.8 -0.1 0.04
H -1.305 2.103 0.835 -1.5 -1.3 1.1 0.06
H -0.236 3.725 0.713 -0.4 1.0 -0.2 0.00
H -3.316 -0.373 -1.606 -1.0 3.4 0.3 -0.06
H 0.254 1.903 -3.770 -0.2 1.5 -0.2 0.09
H 1.862 -2.553 0.691 0.4 1.7 -0.2 0.11
H -2.141 -1.072 3.169 -2.4 -1.5 2.8 0.02
H -2.993 1.573 -0.483 0.4 0.1 0.8 -0.02
H -1.785 -1.294 1.707 -0.5 -0.7 0.0 0.01
H 3.710 1.478 1.680 0.0 0.3 0.1 0.05
H 2.910 1.147 3.134 2.0 -1.2 -2.0 0.14
H -0.179 -2.031 -2.752 -1.3 -1.2 -0.2 0.11
H -3.054 -1.799 -0.166 0.3 -1.7 2.0 0.08
H -2.618 1.208 -1.886 2.4 0.2 -1.8 -0.02
H -0.315 -3.246 0.730 0.0 -0.2 0.2 0.03
```
Positions in Å, forces in eV/Å.

E in Eh: -1145.5269
Spin multiplicity: 1
HOMO-LUMO gap in eV: 9.3
HOMO in Eh: -0.329